83
Properties=species:S:1:pos:R:3 method="wB97M-V/def2-TZVPD" gap_ev=5.48 total_charge=-2 lumo_ev=4.1 de_lowest_kcal_mol=15.2 e_homo_ev=-1.41
Ca -0.42 -1.04 0.09
O -5.29 5.59 -0.82
C -4.06 6.09 -0.54
O -3.91 7.28 -0.59
C -2.99 5.12 -0.19
C -3.22 3.76 0.03
C -2.19 2.89 0.32
C -0.90 3.39 0.41
C -0.64 4.74 0.21
C -1.69 5.60 -0.10
N 0.15 2.48 0.69
C 0.69 2.56 1.81
C 1.72 1.59 2.28
C 2.51 1.95 3.36
C 3.45 1.04 3.83
C 3.54 -0.19 3.21
C 2.69 -0.47 2.14
N 1.80 0.40 1.67
H -5.26 4.62 -0.78
H -4.22 3.32 -0.01
H -2.37 1.83 0.49
H 0.38 5.11 0.26
H -1.52 6.65 -0.27
H 0.41 3.32 2.55
H 2.38 2.92 3.82
H 4.09 1.29 4.67
H 4.23 -0.95 3.55
H 2.72 -1.44 1.66
C 3.61 0.48 -2.39
C 3.31 1.14 -3.57
C 2.01 1.56 -3.79
C 1.04 1.31 -2.82
N 1.31 0.65 -1.69
C 2.57 0.25 -1.50
C -0.37 1.75 -3.03
C -0.70 2.65 -4.05
C -2.03 2.97 -4.26
C -2.99 2.38 -3.46
C -2.57 1.53 -2.45
N -1.29 1.23 -2.22
H 4.60 0.11 -2.16
H 4.08 1.31 -4.32
H 1.75 2.03 -4.72
H 2.75 -0.30 -0.59
H 0.07 3.10 -4.67
H -2.31 3.66 -5.05
H -4.05 2.57 -3.60
H -3.28 1.06 -1.77
O -0.86 -0.79 3.41
C -1.66 -0.35 2.58
O -1.31 0.28 1.52
C -3.15 -0.55 2.79
C -3.56 -0.57 4.13
C -4.90 -0.68 4.49
C -5.84 -0.80 3.46
C -5.44 -0.82 2.14
C -4.08 -0.71 1.74
S -3.73 -0.84 0.02
H -2.79 -0.49 4.88
H -5.19 -0.68 5.53
H -6.90 -0.89 3.70
H -6.17 -0.94 1.36
C 1.24 -7.64 -3.94
C 1.17 -6.62 -2.83
C 2.15 -6.58 -1.84
C 2.09 -5.64 -0.81
C 1.04 -4.73 -0.79
C 0.05 -4.76 -1.76
C 0.13 -5.70 -2.78
S 1.00 -3.49 0.47
O 1.80 -3.98 1.56
O -0.42 -3.25 0.76
O 1.54 -2.26 -0.14
H 2.20 -8.14 -3.96
H 1.07 -7.16 -4.91
H 0.46 -8.40 -3.82
H 2.96 -7.29 -1.86
H 2.84 -5.61 -0.04
H -0.76 -4.04 -1.73
H -0.63 -5.70 -3.55
Se -0.87 -1.57 -5.22
C -0.85 -1.65 -3.39
N -0.84 -1.70 -2.23